{
  "formula": "C28H73N2O11S8",
  "method": "the ωB97M-V functional and the def2-TZVPD basis",
  "largest_force_ev_per_a": 6.0,
  "charge": 1,
  "lumo_ha": -0.1638,
  "total_energy_ha": -5232.51822,
  "spin_multiplicity": 1,
  "symbols": ["C", "C", "O", "C", "C", "C", "N", "C", "C", "O", "C", "C", "N", "C", "C", "C", "O", "H", "H", "H", "H", "H", "H", "H", "H", "H", "H", "H", "H", "H", "H", "H", "H", "H", "H", "H", "H", "H", "H", "H", "H", "H", "C", "S", "O", "C", "H", "H", "H", "H", "H", "H", "C", "S", "O", "C", "H", "H", "H", "H", "H", "H", "C", "S", "O", "C", "H", "H", "H", "H", "H", "H", "C", "S", "O", "C", "H", "H", "H", "H", "H", "H", "C", "S", "O", "C", "H", "H", "H", "H", "H", "H", "C", "S", "O", "C", "H", "H", "H", "H", "H", "H", "C", "S", "O", "C", "H", "H", "H", "H", "H", "H", "C", "S", "O", "C", "H", "H", "H", "H", "H", "H"],
  "positions_angstrom": [[0.84, 0.03, 1.74], [0.35, 1.58, 1.93], [-0.22, 2.03, 0.65], [0.77, 2.06, -0.43], [0.38, 3.16, -1.63], [1.90, 3.43, -2.26], [2.28, 4.75, -2.28], [1.10, 5.54, -1.73], [-0.17, 4.64, -1.15], [-1.54, 5.06, -1.61], [-2.45, 4.51, -0.59], [-4.05, 4.63, -0.97], [-4.62, 3.43, -1.69], [-4.64, 2.18, -0.85], [-4.14, 0.82, -1.66], [-2.67, 0.98, -2.38], [-4.01, -0.36, -0.74], [0.80, -0.52, 2.78], [1.91, 0.07, 1.26], [0.11, -0.48, 0.94], [-0.54, 1.56, 2.73], [1.19, 2.33, 2.27], [1.80, 2.41, 0.05], [0.88, 1.00, -0.97], [-0.37, 2.78, -2.47], [2.52, 2.47, -2.60], [3.21, 5.13, -2.61], [1.45, 6.49, -1.14], [0.64, 5.98, -2.74], [-0.14, 4.85, 0.02], [-2.16, 3.39, -0.43], [-2.30, 5.07, 0.45], [-4.65, 4.75, 0.05], [-4.28, 5.58, -1.61], [-4.21, 3.29, -2.64], [-3.93, 2.24, 0.11], [-5.72, 1.91, -0.41], [-4.95, 0.48, -2.46], [-2.61, 1.89, -3.15], [-2.37, 0.02, -3.02], [-1.78, 1.18, -1.61], [-3.21, -0.24, -0.15], [-1.25, -3.91, 2.76], [0.15, -3.97, 3.91], [0.62, -2.56, 4.12], [1.30, -4.76, 2.76], [-2.08, -3.41, 3.26], [-0.97, -3.35, 1.87], [-1.54, -4.93, 2.49], [1.42, -4.15, 1.87], [0.93, -5.75, 2.49], [2.27, -4.87, 3.26], [-3.94, -8.03, 5.41], [-3.83, -6.23, 5.24], [-3.25, -5.95, 3.88], [-2.51, -6.01, 6.45], [-4.68, -8.40, 4.71], [-2.97, -8.49, 5.19], [-4.24, -8.28, 6.43], [-1.63, -6.59, 6.17], [-2.86, -6.32, 7.44], [-2.25, -4.95, 6.49], [4.28, -2.75, -0.25], [4.95, -3.45, 1.28], [3.85, -4.25, 1.92], [5.06, -1.88, 2.17], [4.09, -3.57, -0.95], [3.34, -2.23, -0.05], [5.01, -2.06, -0.69], [4.08, -1.41, 2.22], [5.77, -1.22, 1.65], [5.43, -2.08, 3.18], [1.50, -6.49, -2.04], [3.19, -5.86, -1.89], [3.30, -4.65, -2.77], [3.98, -7.23, -2.76], [0.81, -5.76, -1.59], [1.24, -6.62, -3.09], [1.41, -7.44, -1.51], [3.57, -7.32, -3.77], [3.81, -8.16, -2.20], [5.05, -7.04, -2.82], [-3.82, 8.41, 0.25], [-3.15, 7.71, 1.78], [-4.25, 6.91, 2.42], [-3.04, 9.28, 2.67], [-4.01, 7.59, -0.45], [-4.76, 8.94, 0.46], [-3.09, 9.10, -0.18], [-4.02, 9.75, 2.73], [-2.33, 9.94, 2.16], [-2.67, 9.08, 3.68], [2.01, 11.48, 3.71], [0.83, 10.20, 3.22], [-0.53, 10.83, 3.18], [0.94, 9.24, 4.74], [2.07, 12.22, 2.92], [1.67, 11.96, 4.63], [2.99, 11.02, 3.87], [0.67, 9.86, 5.60], [1.96, 8.86, 4.86], [0.25, 8.39, 4.67], [-5.82, -2.57, -4.54], [-4.49, -1.84, -3.54], [-3.45, -1.32, -4.48], [-3.88, -3.41, -2.87], [-6.32, -1.77, -5.08], [-5.40, -3.28, -5.25], [-6.53, -3.07, -3.88], [-3.58, -4.07, -3.69], [-4.66, -3.88, -2.27], [-3.02, -3.20, -2.24], [8.71, -6.34, -5.84], [7.02, -6.60, -5.27], [7.09, -7.00, -3.82], [6.72, -8.10, -6.23], [9.12, -5.46, -5.33], [9.33, -7.21, -5.61], [8.71, -6.16, -6.92], [7.46, -8.86, -5.97], [6.78, -7.87, -7.30], [5.72, -8.47, -6.00]],
  "lowdin_charge": [-0.09, -0.22, -0.25, -0.18, -0.10, 0.09, 0.08, -0.07, -0.21, -0.15, -0.17, -0.17, -0.10, -0.18, -0.35, -0.08, -0.14, 0.08, 0.07, 0.10, 0.15, 0.13, 0.14, 0.15, 0.16, 0.19, 0.19, 0.15, 0.16, 0.18, 0.11, 0.13, 0.14, 0.13, 0.10, 0.13, 0.14, 0.12, 0.09, 0.07, 0.06, 0.10, -0.28, 0.81, -0.58, -0.28, 0.05, 0.05, 0.04, 0.04, 0.06, 0.03, -0.27, 0.82, -0.57, -0.27, 0.05, 0.06, 0.05, 0.06, 0.05, 0.05, -0.26, 0.84, -0.57, -0.26, -0.01, 0.05, 0.06, 0.04, 0.05, 0.05, -0.26, 0.82, -0.56, -0.26, 0.05, 0.06, 0.05, 0.06, 0.06, 0.02, -0.26, 0.77, -0.56, -0.27, 0.02, 0.06, 0.06, 0.06, 0.03, 0.05, -0.27, 0.81, -0.56, -0.27, 0.05, 0.06, 0.05, 0.06, 0.05, 0.05, -0.25, 0.81, -0.55, -0.25, 0.05, 0.06, 0.06, 0.06, 0.06, 0.05, -0.27, 0.81, -0.56, -0.27, 0.05, 0.06, 0.05, 0.06, 0.05, 0.05]
}



{
  "formula": "C28H76F6N4O14P",
  "method": "the ωB97M-V functional and the def2-TZVPD basis",
  "largest_force_ev_per_a": 3.7,
  "charge": -1,
  "lumo_ha": 0.0841,
  "total_energy_ha": -3325.28551,
  "spin_multiplicity": 1,
  "symbols": ["P", "F", "F", "F", "F", "F", "F", "C", "O", "C", "C", "N", "C", "C", "O", "C", "H", "H", "H", "H", "H", "H", "H", "H", "H", "H", "H", "H", "H", "H", "H", "C", "O", "C", "C", "N", "C", "C", "O", "C", "H", "H", "H", "H", "H", "H", "H", "H", "H", "H", "H", "H", "H", "H", "H", "C", "O", "C", "C", "N", "C", "C", "O", "C", "H", "H", "H", "H", "H", "H", "H", "H", "H", "H", "H", "H", "H", "H", "H", "C", "O", "C", "C", "N", "C", "C", "O", "C", "H", "H", "H", "H", "H", "H", "H", "H", "H", "H", "H", "H", "H", "H", "H", "C", "C", "O", "O", "H", "H", "H", "H", "H", "H", "C", "C", "O", "O", "H", "H", "H", "H", "H", "H", "O", "H", "H", "O", "H", "H"],
  "positions_angstrom": [[0.98, -0.88, -1.56], [1.94, -2.20, -1.53], [0.57, -1.32, -3.08], [-0.15, -1.80, -1.04], [-0.04, 0.38, -1.47], [1.38, -0.65, 0.00], [2.28, 0.00, -1.99], [0.16, 4.24, -4.80], [-0.54, 4.20, -3.60], [-0.34, 3.06, -2.84], [-1.08, 3.22, -1.54], [-0.28, 3.93, -0.56], [-1.03, 4.32, 0.61], [-0.16, 4.82, 1.74], [0.79, 5.78, 1.33], [1.64, 6.20, 2.30], [0.13, 5.23, -5.25], [-0.32, 3.55, -5.50], [1.16, 3.81, -4.74], [0.73, 2.92, -2.67], [-0.55, 2.12, -3.34], [-1.47, 2.24, -1.25], [-2.06, 3.70, -1.54], [0.41, 3.25, -0.26], [-1.80, 3.69, 1.04], [-1.31, 5.26, 0.15], [0.28, 3.84, 1.97], [-0.70, 5.10, 2.64], [1.19, 6.88, 3.01], [2.25, 6.81, 1.63], [2.16, 5.48, 2.94], [-4.56, -5.08, -1.71], [-3.66, -4.08, -1.18], [-2.32, -4.49, -1.02], [-1.72, -4.88, -2.34], [-0.33, -5.03, -2.27], [0.39, -5.42, -3.54], [1.90, -5.66, -3.29], [2.51, -6.13, -4.53], [3.89, -6.63, -4.20], [-4.33, -6.04, -1.27], [-4.53, -5.28, -2.78], [-5.60, -4.74, -1.61], [-2.20, -5.33, -0.33], [-1.75, -3.63, -0.69], [-2.02, -4.14, -3.08], [-2.24, -5.81, -2.60], [0.07, -4.20, -1.85], [0.28, -4.59, -4.24], [-0.11, -6.27, -4.00], [1.98, -6.41, -2.50], [2.52, -4.88, -2.85], [4.46, -6.74, -5.12], [3.83, -7.56, -3.64], [4.29, -5.91, -3.49], [2.71, 7.00, 6.18], [2.41, 5.59, 6.21], [1.06, 5.28, 6.20], [0.77, 3.80, 5.86], [1.23, 3.02, 6.97], [1.17, 1.57, 6.68], [1.97, 1.03, 5.51], [1.29, 1.33, 4.27], [1.85, 0.55, 3.17], [3.72, 7.12, 5.78], [2.80, 7.26, 7.23], [2.24, 7.77, 5.57], [0.67, 5.99, 5.47], [0.69, 5.69, 7.14], [1.48, 3.42, 5.12], [-0.24, 3.62, 5.51], [2.17, 3.34, 7.19], [0.13, 1.34, 6.48], [1.48, 0.98, 7.54], [2.11, -0.05, 5.50], [2.89, 1.61, 5.47], [1.53, 0.86, 2.17], [1.75, -0.53, 3.32], [2.91, 0.66, 2.97], [-3.87, 0.48, -4.31], [-3.79, -0.45, -3.22], [-3.78, 0.13, -1.94], [-3.57, -0.96, -0.91], [-3.41, -0.56, 0.49], [-3.37, -1.81, 1.31], [-3.07, -1.43, 2.75], [-4.20, -1.03, 3.45], [-4.03, -0.29, 4.66], [-3.85, -0.06, -5.25], [-2.90, 0.99, -4.39], [-4.68, 1.21, -4.30], [-4.64, 0.73, -1.65], [-2.97, 0.85, -2.05], [-2.57, -1.31, -1.17], [-4.28, -1.75, -1.14], [-2.57, -0.04, 0.68], [-2.74, -2.61, 0.92], [-4.35, -2.27, 1.22], [-2.24, -0.72, 2.64], [-2.63, -2.24, 3.33], [-4.23, -0.99, 5.48], [-4.80, 0.47, 4.73], [-2.98, -0.03, 4.60], [4.40, -2.61, 2.74], [3.99, -2.20, 1.29], [3.49, -3.37, 0.74], [5.38, -3.56, 2.58], [3.48, -2.87, 3.28], [4.82, -1.78, 3.30], [4.79, -1.91, 0.61], [3.22, -1.44, 1.14], [2.58, -3.53, 0.98], [4.94, -4.28, 2.12], [-0.26, 0.21, -5.87], [-0.93, 0.41, -7.24], [-0.04, 0.77, -8.17], [0.97, -0.58, -5.86], [-0.95, -0.26, -5.17], [0.18, 1.19, -5.66], [-1.80, 1.07, -7.19], [-1.46, -0.48, -7.58], [0.78, 0.36, -7.91], [1.13, -0.70, -4.92], [2.09, 2.60, -0.53], [3.01, 2.86, -0.49], [2.10, 1.73, -0.92], [0.99, -4.70, 0.96], [0.27, -4.16, 0.66], [0.63, -5.59, 1.01]],
  "lowdin_charge": [0.16, -0.17, -0.15, -0.13, -0.13, -0.17, -0.14, -0.12, -0.16, -0.24, -0.21, -0.04, -0.23, -0.23, -0.15, -0.15, 0.09, 0.07, 0.09, 0.11, 0.10, 0.08, 0.12, 0.05, 0.12, 0.12, 0.12, 0.12, 0.07, 0.10, 0.09, -0.09, -0.20, -0.24, -0.27, -0.05, -0.14, -0.21, -0.21, -0.07, 0.09, 0.08, 0.09, 0.13, 0.09, 0.13, 0.11, 0.08, 0.11, 0.12, 0.11, 0.11, 0.08, 0.07, 0.07, -0.10, -0.20, -0.24, -0.19, -0.07, -0.19, -0.22, -0.22, -0.09, 0.08, 0.08, 0.09, 0.10, 0.12, 0.10, 0.13, 0.10, 0.12, 0.11, 0.12, 0.12, 0.07, 0.08, 0.08, -0.10, -0.18, -0.24, -0.20, -0.03, -0.19, -0.25, -0.19, -0.07, 0.08, 0.07, 0.09, 0.12, 0.10, 0.10, 0.12, 0.10, 0.09, 0.12, 0.11, 0.12, 0.08, 0.08, 0.08, -0.28, -0.24, -0.09, -0.05, 0.11, 0.11, 0.12, 0.09, 0.04, 0.08, -0.19, -0.32, -0.03, -0.09, 0.11, 0.10, 0.12, 0.11, 0.09, 0.04, -0.04, 0.06, 0.00, -0.03, 0.03, 0.05]
}



{
  "formula": "C28H77N7O11S",
  "method": "the ωB97M-V functional and the def2-TZVPD basis",
  "largest_force_ev_per_a": 3.5,
  "charge": -2,
  "lumo_ha": 0.1249,
  "total_energy_ha": -2721.85617,
  "spin_multiplicity": 1,
  "symbols": ["S", "O", "O", "O", "O", "C", "C", "C", "O", "C", "N", "H", "H", "H", "H", "H", "H", "H", "H", "H", "H", "H", "C", "C", "C", "O", "C", "N", "H", "H", "H", "H", "H", "H", "H", "H", "H", "H", "H", "C", "C", "C", "O", "C", "N", "H", "H", "H", "H", "H", "H", "H", "H", "H", "H", "H", "C", "C", "C", "O", "C", "N", "H", "H", "H", "H", "H", "H", "H", "H", "H", "H", "H", "C", "C", "C", "O", "C", "N", "H", "H", "H", "H", "H", "H", "H", "H", "H", "H", "H", "C", "C", "C", "O", "C", "N", "H", "H", "H", "H", "H", "H", "H", "H", "H", "H", "H", "C", "C", "C", "O", "C", "N", "H", "H", "H", "H", "H", "H", "H", "H", "H", "H", "H"],
  "positions_angstrom": [[-0.58, 1.28, 0.45], [-1.38, 1.93, -0.58], [0.81, 1.10, 0.00], [-0.49, 2.06, 1.69], [-1.16, -0.03, 0.81], [-0.35, 4.67, 8.92], [-0.44, 3.19, 8.94], [-0.71, 2.54, 10.36], [0.41, 2.67, 11.18], [0.17, 2.43, 12.53], [-1.43, 2.69, 8.02], [0.47, 4.86, 9.62], [-1.21, 5.24, 9.27], [-0.01, 4.98, 7.94], [0.53, 2.93, 8.52], [-0.89, 1.47, 10.44], [-1.62, 3.03, 10.70], [-0.39, 1.53, 12.77], [-0.31, 3.30, 12.98], [1.05, 2.41, 13.17], [-1.09, 2.93, 7.10], [-1.36, 1.68, 7.92], [7.85, -0.41, -3.37], [6.44, 0.06, -3.46], [5.44, -0.83, -4.22], [5.82, -0.90, -5.60], [4.68, -1.26, -6.42], [5.95, 0.16, -2.08], [8.34, -0.46, -4.34], [8.03, -1.44, -3.06], [8.47, 0.27, -2.78], [6.44, 1.04, -3.95], [4.42, -0.49, -4.09], [5.41, -1.87, -3.92], [4.23, -2.23, -6.20], [5.02, -1.19, -7.45], [3.91, -0.50, -6.37], [4.94, 0.23, -2.11], [6.07, -0.75, -1.65], [-1.38, 4.50, -7.32], [-0.02, 3.72, -7.30], [0.93, 4.24, -8.38], [0.47, 3.76, -9.69], [1.63, 3.66, -10.60], [0.39, 3.98, -5.99], [-1.80, 4.68, -8.31], [-1.04, 5.50, -7.05], [-2.10, 4.25, -6.55], [-0.22, 2.66, -7.47], [1.87, 3.76, -8.11], [1.04, 5.32, -8.43], [2.49, 3.14, -10.18], [1.99, 4.64, -10.92], [1.34, 3.09, -11.49], [-0.38, 3.62, -5.45], [1.11, 3.38, -5.64], [-4.15, -2.71, -5.68], [-3.66, -3.15, -4.34], [-2.14, -3.41, -4.36], [-1.75, -4.35, -5.35], [-1.96, -5.68, -5.10], [-4.02, -2.17, -3.27], [-5.24, -2.69, -5.70], [-3.73, -3.45, -6.35], [-3.74, -1.73, -5.89], [-4.10, -4.11, -4.05], [-1.77, -3.73, -3.38], [-1.60, -2.48, -4.51], [-3.01, -5.86, -4.88], [-1.47, -6.00, -4.18], [-1.61, -6.24, -5.96], [-3.56, -1.33, -3.58], [-3.54, -2.41, -2.42], [-2.31, -4.38, 7.54], [-2.67, -4.19, 6.03], [-4.24, -4.19, 5.81], [-4.57, -5.55, 5.77], [-5.97, -5.77, 6.05], [-2.01, -3.00, 5.63], [-2.44, -5.46, 7.67], [-2.91, -3.81, 8.25], [-1.22, -4.27, 7.58], [-2.17, -4.97, 5.45], [-4.57, -3.66, 4.92], [-4.75, -3.82, 6.70], [-6.61, -5.32, 5.29], [-6.29, -5.40, 7.02], [-6.14, -6.85, 6.03], [-2.18, -2.71, 4.68], [-1.01, -3.12, 5.64], [-0.12, 9.35, -0.22], [-0.82, 8.23, 0.51], [-2.16, 7.92, -0.19], [-3.11, 9.03, -0.15], [-4.20, 8.71, -0.99], [0.08, 7.10, 0.51], [0.12, 9.03, -1.24], [0.88, 9.64, 0.10], [-0.61, 10.28, -0.50], [-1.08, 8.43, 1.55], [-2.55, 7.05, 0.34], [-1.88, 7.61, -1.20], [-4.71, 7.78, -0.77], [-3.78, 8.62, -1.99], [-4.91, 9.54, -0.99], [-0.38, 6.35, 1.01], [-0.11, 6.76, -0.42], [4.23, -6.15, 0.61], [2.67, -6.00, 0.54], [1.97, -7.23, 1.16], [2.42, -8.39, 0.48], [1.90, -9.66, 0.96], [2.41, -4.77, 1.27], [4.65, -7.09, 0.26], [4.64, -6.13, 1.62], [4.77, -5.38, 0.06], [2.31, -5.90, -0.48], [0.88, -7.16, 1.19], [2.34, -7.24, 2.19], [2.27, -9.81, 1.98], [2.31, -10.42, 0.29], [0.82, -9.71, 0.86], [1.42, -4.59, 1.23], [2.66, -4.07, 0.59]],
  "lowdin_charge": [0.04, -0.49, -0.52, -0.50, -0.52, -0.08, -0.46, -0.19, -0.18, -0.14, 0.03, 0.08, 0.08, 0.09, 0.13, 0.12, 0.12, 0.08, 0.08, 0.08, 0.08, 0.07, -0.09, -0.44, -0.21, -0.20, -0.11, 0.04, 0.07, 0.08, 0.08, 0.14, 0.12, 0.12, 0.08, 0.08, 0.08, 0.07, 0.07, -0.06, -0.47, -0.18, -0.20, -0.09, 0.02, 0.07, 0.07, 0.08, 0.14, 0.11, 0.13, 0.07, 0.07, 0.07, 0.09, 0.09, -0.07, -0.46, -0.19, -0.20, -0.15, 0.05, 0.08, 0.07, 0.08, 0.12, 0.12, 0.13, 0.08, 0.08, 0.09, 0.07, 0.07, -0.06, -0.43, -0.18, -0.21, -0.10, 0.01, 0.06, 0.07, 0.07, 0.13, 0.13, 0.11, 0.08, 0.08, 0.08, 0.09, 0.08, -0.09, -0.46, -0.19, -0.18, -0.14, 0.06, 0.07, 0.07, 0.07, 0.14, 0.13, 0.12, 0.09, 0.08, 0.08, 0.09, 0.07, -0.07, -0.42, -0.21, -0.22, -0.08, 0.03, 0.06, 0.07, 0.07, 0.13, 0.12, 0.12, 0.08, 0.08, 0.08, 0.08, 0.08]
}



The records above give, respectively, E_HOMO values of -9.848; -6.133; 0.538 eV.
The records above give, respectively, HOMO-LUMO gap values of 0.198; 0.309; 0.105 hartree.